Density functional theory data (wB97M-V/def2-TZVPD) for a molecular structure, C23H16IrN4O9.

```
! wB97M-V def2-TZVPD RIJCOSX def2/J DEFGRID3
* xyz -1 1
Ir -0.6966 -0.7965 -0.9132
O -2.6224 0.4413 -0.4394
C -2.7080 1.6473 -0.8166
C -3.5035 2.5690 -0.0541
C -3.6265 3.8729 -0.4314
C -2.9977 4.3876 -1.5903
C -2.2238 3.5504 -2.3411
C -2.0333 2.1970 -1.9800
C -1.2562 1.3715 -2.8442
N -0.8718 0.1524 -2.6535
C -0.2993 -0.5239 -3.8391
C 0.2379 -1.9179 -3.5033
N 0.0787 -2.2180 -2.0583
C 0.7161 -3.2504 -1.6316
C 0.7683 -3.7783 -0.3011
C 1.6367 -4.8562 -0.0481
C 1.7204 -5.4279 1.1946
C 0.9098 -4.9219 2.2251
C 0.0378 -3.8862 2.0178
C -0.0691 -3.2685 0.7408
O -0.9171 -2.3178 0.5770
H -3.9694 2.1816 0.8414
H -4.2221 4.5411 0.1817
H -3.1270 5.4253 -1.8670
H -1.7336 3.9211 -3.2364
H -1.0320 1.7916 -3.8279
H 0.5055 0.0968 -4.2353
H -1.0772 -0.5909 -4.6012
H 1.3037 -1.9498 -3.7302
H -0.2556 -2.6995 -4.0814
H 1.2664 -3.8080 -2.3902
H 2.2497 -5.2311 -0.8617
H 2.3968 -6.2501 1.3851
H 0.9810 -5.3584 3.2152
H -0.5808 -3.4894 2.8115
O 3.0538 0.8486 -0.9411
C 1.9545 0.5676 -0.4954
O 1.1322 -0.1280 -1.2398
C 1.5737 1.0520 0.8792
C 2.5597 1.7662 1.5407
C 2.3659 2.2636 2.8166
C 1.1598 2.0724 3.4909
C 0.1861 1.3902 2.8295
C 0.3172 0.8283 1.5171
O -0.6574 0.1525 1.0693
N -1.1039 1.2121 3.5128
O -2.0474 1.8549 3.1041
O -1.1070 0.5463 4.5342
N 3.4268 2.9998 3.4748
O 3.2107 3.4374 4.5981
O 4.4812 3.1603 2.8808
H 3.4963 1.9161 1.0249
H 1.0117 2.4537 4.4901
*
```

Total energy   -51333.45006 eV
Lowest unoccupied orbital energy   0.0805 hartree
Frontier orbital gap   6.995 eV